The following is a quantum chemistry calculation of a structure of composition C23H28AsN2O2Pd, from the Open Molecules 2025 dataset.

Structure (ORCA input):
```
! wB97M-V def2-TZVPD RIJCOSX def2/J DEFGRID3
* xyz 1 1
Pd 0.48247 -0.02665 -1.69296
C -0.05901 3.64284 -2.66143
O 0.35362 2.67846 -1.70866
C 0.01937 2.86226 -0.39740
C -0.76044 3.92037 0.07526
C -1.03499 4.02260 1.42477
C -0.55078 3.08672 2.32375
C 0.21305 2.02990 1.86693
C 0.49797 1.89771 0.51082
N 1.25144 0.81465 -0.01199
N 1.96027 0.16716 0.85905
C 2.72828 -0.85012 0.59995
C 2.95517 -1.39678 -0.72104
O 2.30684 -1.03371 -1.76133
C 4.00511 -2.37888 -0.86534
C 4.70407 -2.83373 0.20437
C 4.48610 -2.34099 1.52772
C 5.25218 -2.82622 2.59804
C 5.06385 -2.32943 3.86696
C 4.10679 -1.34482 4.07838
C 3.34066 -0.86447 3.03182
C 3.51686 -1.35169 1.73439
H 0.31101 4.63601 -2.38751
H -1.15156 3.65861 -2.74993
H 0.38545 3.32894 -3.60595
H -1.14579 4.66590 -0.60467
H -1.63179 4.84832 1.77668
H -0.77348 3.17987 3.37468
H 0.59052 1.28471 2.54964
H 4.16184 -2.74575 -1.86878
H 5.46176 -3.59466 0.07942
H 5.99384 -3.58876 2.41667
H 5.65604 -2.70083 4.68839
H 3.95575 -0.94665 5.07175
H 2.59753 -0.10357 3.21438
C -3.16131 0.31211 -3.78211
C -3.31549 0.44914 -2.27752
As -1.90186 -0.48395 -1.29964
C -2.35663 -0.20214 0.58463
C -3.82493 0.01038 0.90648
C -2.27610 -2.38368 -1.61087
C -3.62628 -2.87149 -1.12463
H -3.94525 0.85804 -4.30401
H -3.22766 -0.72885 -4.10084
H -2.20008 0.70433 -4.12491
H -4.27816 0.05523 -1.93575
H -3.26888 1.50010 -1.97128
H -1.77139 0.67218 0.90291
H -1.94222 -1.06601 1.12199
H -4.20670 0.92016 0.44332
H -3.95675 0.11578 1.98090
H -4.45360 -0.81807 0.57801
H -1.45635 -2.93906 -1.13152
H -2.15638 -2.53993 -2.69257
H -3.70760 -2.81052 -0.03785
H -3.76350 -3.91274 -1.40432
H -4.45286 -2.30834 -1.55727
*
```

Output
Highest occupied orbital energy (spin up / spin down): -10.775 / -10.677 eV
Molar mass: 545.83 g mol⁻¹
E_tot: -95691.2084 eV

Charges in e, computed with natural (NBO), in the same order as the atoms:
1. Pd 0.742
2. C -0.255
3. O -0.527
4. C 0.373
5. C -0.306
6. C -0.170
7. C -0.228
8. C -0.190
9. C 0.001
10. N -0.220
11. N -0.100
12. C -0.002
13. C 0.466
14. O -0.629
15. C -0.310
16. C -0.046
17. C -0.138
18. C -0.146
19. C -0.205
20. C -0.173
21. C -0.209
22. C 0.056
23. H 0.195
24. H 0.179
25. H 0.211
26. H 0.232
27. H 0.229
28. H 0.231
29. H 0.234
30. H 0.242
31. H 0.228
32. H 0.221
33. H 0.229
34. H 0.226
35. H 0.223
36. C -0.621
37. C -0.706
38. As 0.933
39. C -0.710
40. C -0.623
41. C -0.698
42. C -0.625
43. H 0.234
44. H 0.211
45. H 0.207
46. H 0.233
47. H 0.234
48. H 0.248
49. H 0.232
50. H 0.212
51. H 0.232
52. H 0.212
53. H 0.238
54. H 0.233
55. H 0.213
56. H 0.236
57. H 0.210